(1)
DFT (ωB97M-V with the def2-TZVPD basis set) results for C30H36AsBrDyN4O2PS4Sb as an isolated structure.

Output
- LUMO (alpha / beta): 1.215 / 1.214 eV
- Charge: -1
- 2S+1: 6
- Expectation value of S²: 9.341
- E_tot: -255884.9472 eV
- Frontier orbital gap (alpha / beta): 3.70 / 3.70 eV

Last column: Mulliken charge in e.
CARTESIAN COORDINATES (ANGSTROEM)
Dy (2.6520, -0.7852, -1.1597)  -0.274
C (-1.3991, -1.0192, -1.2122)  -1.200
C (-0.7323, -0.6270, -2.4784)  0.756
C (-1.2803, -0.9392, -3.6930)  -0.821
C (-0.6595, -0.5603, -4.8718)  -0.641
C (0.5232, 0.1936, -4.7629)  -0.880
C (0.9765, 0.5400, -3.4939)  0.310
N (0.4639, -0.0369, -2.3555)  0.191
Sb (2.4007, 2.1652, -3.2420)  0.765
C (4.0465, 0.7319, -3.6943)  -0.067
C (5.1501, 1.2084, -4.3483)  -0.470
C (6.1007, 0.2588, -4.8040)  -0.505
C (5.8584, -1.0920, -4.5513)  -0.494
C (4.6719, -1.4895, -3.8451)  0.879
C (4.3883, -2.9004, -3.6594)  -1.468
N (3.9328, -0.5556, -3.3052)  0.510
C (1.9314, 2.4499, -1.0716)  0.461
C (1.5223, 3.7387, -0.8130)  -0.938
C (1.1615, 4.0442, 0.4791)  -0.599
C (1.1993, 3.0219, 1.4220)  -0.884
C (1.5573, 1.7199, 1.0540)  0.505
C (1.5859, 0.6541, 2.1222)  -0.091
N (1.9742, 1.4045, -0.2488)  0.625
H (-2.4298, -0.6208, -1.1632)  0.616
H (-0.7881, -0.6207, -0.3877)  -0.017
H (-1.4377, -2.1583, -1.1837)  0.159
H (-2.1569, -1.5314, -3.7443)  0.500
H (-1.1602, -0.8425, -5.8141)  0.374
H (1.0283, 0.6678, -5.5931)  0.476
H (5.1993, 2.3047, -4.5459)  0.322
H (6.9515, 0.6407, -5.3473)  0.415
H (6.5867, -1.8858, -4.9453)  0.309
H (4.7134, -3.4942, -4.5099)  0.519
H (3.2653, -3.1850, -3.4303)  0.146
H (4.9226, -3.3130, -2.7430)  0.243
H (1.5728, 4.4953, -1.5900)  0.425
H (0.8522, 5.0314, 0.8039)  0.411
H (1.0290, 3.1520, 2.4973)  0.468
H (0.7602, 0.8390, 2.8689)  0.338
H (2.5923, 0.6320, 2.6033)  -0.173
H (1.3965, -0.3615, 1.6457)  -0.305
S (7.5204, -1.7426, 1.5942)  -0.623
As (5.4925, -0.9423, 1.2077)  0.373
S (5.2018, 0.4084, -0.5302)  -0.402
S (3.9662, -2.3295, 0.7485)  -0.421
S (5.1684, 0.1594, 3.0938)  -0.653
Br (-0.9146, -1.9612, 3.4278)  -0.134
C (-0.4775, -3.3932, 2.3086)  0.136
C (-0.8029, -4.6897, 2.7092)  -0.395
C (-0.3234, -5.7786, 1.9532)  -0.529
C (0.4179, -5.4355, 0.8285)  -0.519
C (0.6850, -4.1156, 0.4962)  0.288
N (0.1638, -3.0738, 1.2088)  0.102
C (1.5373, -3.7732, -0.6862)  0.247
O (2.2876, -4.5722, -1.2419)  -0.732
O (1.4678, -2.5623, -1.0663)  0.266
H (-1.3326, -4.8739, 3.6598)  0.350
H (-0.4913, -6.8355, 2.1479)  0.412
H (0.8771, -6.1501, 0.0826)  0.315
C (-5.6433, 4.3266, 1.5538)  -1.175
C (-4.9975, 2.9927, 1.3061)  -0.479
P (-4.3452, 1.9664, 2.7328)  0.193
C (-5.8228, 0.8866, 3.0424)  -0.587
C (-5.7947, -0.4059, 2.2111)  -0.956
C (-4.5116, 2.9848, 4.2597)  -0.548
C (-3.4768, 2.6547, 5.3257)  -1.160
H (-6.0595, 4.7709, 0.6252)  0.362
H (-4.9229, 5.0316, 1.9436)  0.313
H (-6.4521, 4.2981, 2.3337)  0.251
H (-4.0980, 3.0757, 0.6763)  0.352
H (-5.6817, 2.3962, 0.6863)  0.358
H (-6.7198, 1.5114, 2.7886)  0.302
H (-5.8959, 0.7035, 4.1499)  0.410
H (-5.1504, -0.3487, 1.3198)  0.132
H (-6.7910, -0.6896, 1.8358)  0.309
H (-5.4980, -1.2707, 2.8303)  0.306
H (-5.5008, 3.0374, 4.7631)  0.396
H (-4.3330, 4.0348, 3.9449)  0.300
H (-3.8395, 1.8816, 5.9979)  0.286
H (-3.3214, 3.5235, 5.9835)  0.374
H (-2.5109, 2.4237, 4.8589)  0.280


(2)
DFT (ωB97M-V with the def2-TZVPD basis set) results for C30H36AsN5O5SSn as an isolated structure.

Output
- LUMO: 4.342 eV
- Charge: -2
- E_tot: -126891.2819 eV
- Frontier orbital gap: 5.63 eV

Last column: Mulliken charge in e.
CARTESIAN COORDINATES (ANGSTROEM)
Sn (-1.0123, -0.1424, 0.2499)  0.625
C (-1.6398, -2.0196, 4.6936)  -1.434
C (-1.8227, -0.9846, 3.5920)  0.531
O (-1.3257, -1.3061, 2.4725)  -0.508
C (-2.5274, 0.1680, 3.9067)  -0.692
C (-2.8649, 1.2457, 3.0084)  0.595
C (-3.6504, 2.3970, 3.5926)  -1.380
N (-2.5222, 1.2604, 1.7618)  0.563
N (-2.8974, 2.4130, 1.0570)  -0.680
C (-2.8053, 2.2086, -0.2207)  0.395
O (-2.5436, 1.0856, -0.8075)  -0.806
C (-3.0496, 3.3981, -1.1103)  0.339
C (-2.9317, 3.2499, -2.4857)  -0.236
C (-3.0804, 4.3476, -3.3276)  -0.701
C (-3.3455, 5.6034, -2.8004)  -0.310
C (-3.4735, 5.7530, -1.4216)  -0.556
C (-3.3273, 4.6583, -0.5842)  -0.368
H (-2.2904, -2.8756, 4.4925)  0.402
H (-1.8689, -1.6272, 5.6866)  0.323
H (-0.6137, -2.3909, 4.6722)  0.346
H (-2.8812, 0.2662, 4.9246)  0.074
H (-3.9098, 2.1941, 4.6323)  0.347
H (-4.5570, 2.5768, 3.0139)  0.309
H (-3.0622, 3.3145, 3.5353)  0.254
H (-2.6927, 2.2682, -2.8731)  0.393
H (-2.9693, 4.2207, -4.3978)  0.365
H (-3.4391, 6.4631, -3.4541)  0.350
H (-3.6725, 6.7313, -0.9990)  0.352
H (-3.4160, 4.7543, 0.4904)  0.427
C (4.1791, 0.1684, 3.9832)  -1.103
As (2.3440, 0.2613, 3.4158)  0.718
C (2.0472, -1.4034, 2.5288)  0.122
C (1.3845, 0.0788, 5.0652)  -0.650
S (1.8976, 1.9839, 2.3876)  -0.469
H (4.3515, -0.6812, 4.6447)  0.384
H (4.4143, 1.1036, 4.4883)  0.346
H (4.7990, 0.0863, 3.0912)  0.264
H (2.5701, -2.1924, 3.0734)  0.458
H (2.3890, -1.3356, 1.4988)  -0.397
H (0.9717, -1.5870, 2.5080)  -0.074
H (1.8464, -0.6784, 5.7001)  0.354
H (0.3618, -0.1955, 4.8258)  -0.144
H (1.3751, 1.0486, 5.5590)  0.358
N (-3.7991, -5.7590, -4.2001)  -0.625
C (-3.4016, -4.9103, -3.5308)  0.039
C (-2.9017, -3.8431, -2.6846)  0.720
C (-3.6231, -2.6571, -2.5583)  -0.864
C (-3.1398, -1.6416, -1.7439)  -0.091
C (-1.9464, -1.7809, -1.0288)  -0.087
C (-1.2454, -2.9814, -1.1776)  -0.341
C (-1.7039, -4.0072, -1.9944)  -0.866
H (-4.5575, -2.5435, -3.0965)  0.388
H (-3.6933, -0.7125, -1.6637)  0.440
H (-0.3073, -3.1210, -0.6453)  0.383
H (-1.1489, -4.9321, -2.0975)  0.391
C (2.0339, -2.3733, -3.9790)  -1.053
C (3.2251, -2.3412, -3.0264)  -1.420
C (3.3917, -1.0018, -2.2888)  2.813
C (4.5836, -1.0916, -1.3237)  -1.510
C (4.8285, 0.1993, -0.5475)  -1.127
C (3.6926, 0.0682, -3.3151)  -0.114
O (4.6816, 0.0249, -4.0370)  -0.726
N (2.7998, 1.0792, -3.3708)  0.107
C (1.5253, 1.1301, -2.7209)  -0.110
O (0.8022, 2.0437, -3.0825)  -0.793
N (1.2256, 0.2131, -1.7747)  0.158
C (2.1050, -0.7508, -1.4690)  -0.253
O (1.9170, -1.5552, -0.5487)  -0.674
H (1.9572, -3.3452, -4.4709)  0.456
H (2.1305, -1.6137, -4.7594)  0.264
H (1.0956, -2.1921, -3.4498)  0.141
H (4.1503, -2.5329, -3.5753)  0.421
H (3.1071, -3.1102, -2.2608)  0.382
H (5.4700, -1.3502, -1.9081)  0.475
H (4.3700, -1.9098, -0.6347)  0.378
H (5.0293, 1.0343, -1.2234)  0.305
H (5.6938, 0.0985, 0.1120)  0.449
H (3.9638, 0.4737, 0.0629)  0.177
H (2.9500, 1.8035, -4.0572)  0.282


(3)
DFT (ωB97M-V with the def2-TZVPD basis set) results for C30H36BCl3F8N4O4PTi as an isolated structure.

Output
- LUMO (alpha / beta): 2.352 / 2.335 eV
- Charge: -1
- Energy relative to the best compared isomer or geometry (same formula, charge and spin): 0.0000 eV
- 2S+1: 3
- Expectation value of S²: 2.023
- E_tot: -138244.8052 eV
- Frontier orbital gap (alpha / beta): 5.61 / 7.93 eV

Last column: Mulliken charge in e.
CARTESIAN COORDINATES (ANGSTROEM)
Ti (0.5477, -0.7929, 0.1718)  1.052
C (2.4648, 2.2191, -0.7811)  -1.000
C (2.6153, 1.0095, -1.6886)  -0.892
N (2.5555, -0.3455, -1.0743)  1.048
C (2.8919, -1.2520, -2.2197)  -0.618
C (2.9660, -2.7445, -1.9574)  -1.487
C (3.5531, -0.5583, -0.0160)  -1.194
C (3.2628, 0.1422, 1.3023)  -2.181
N (1.8295, 0.2145, 1.5956)  1.920
C (1.5225, 0.9602, 2.6965)  -0.532
C (0.2063, 1.4360, 2.8849)  -0.579
F (-0.7123, 1.1145, 1.9581)  0.203
C (-0.2002, 2.2013, 3.9489)  0.065
F (-1.4877, 2.5908, 4.0010)  -0.319
C (0.6716, 2.5846, 4.9502)  -0.767
C (1.9642, 2.1329, 4.8114)  0.176
F (2.8726, 2.4401, 5.7585)  -0.347
C (2.3853, 1.3529, 3.7495)  0.898
F (3.6735, 0.9356, 3.8158)  -0.353
H (2.1094, 3.0563, -1.3827)  0.404
H (3.4091, 2.5078, -0.3203)  0.412
H (1.7414, 2.0408, 0.0088)  -0.314
H (3.5707, 1.0889, -2.2254)  0.417
H (1.8242, 1.0242, -2.4390)  0.325
H (3.8672, -0.9189, -2.6029)  0.558
H (2.1637, -1.0572, -3.0010)  0.353
H (3.7944, -3.0232, -1.3055)  0.369
H (3.1234, -3.2328, -2.9199)  0.459
H (2.0433, -3.1425, -1.5513)  0.160
H (4.5537, -0.2679, -0.3709)  0.228
H (3.5763, -1.6292, 0.1699)  0.535
H (3.6902, 1.1490, 1.2996)  0.605
H (3.8216, -0.4158, 2.0585)  0.800
H (0.3586, 3.1844, 5.7902)  0.520
Cl (-5.8659, -2.4660, 4.0403)  -0.253
C (-4.4887, -2.0713, 3.0467)  0.387
C (-3.2387, -1.9659, 3.6241)  -0.876
C (-2.1525, -1.6507, 2.8262)  1.154
Cl (-0.5915, -1.5451, 3.5693)  -0.186
C (-2.2656, -1.4220, 1.4436)  -2.140
O (-1.2620, -1.0959, 0.6797)  1.202
C (-3.5621, -1.5581, 0.9133)  0.811
Cl (-3.7597, -1.3464, -0.7909)  -0.141
C (-4.6611, -1.8748, 1.6888)  -0.898
H (-3.0995, -2.1290, 4.6829)  0.485
H (-5.6352, -1.9697, 1.2314)  0.464
N (1.9541, -7.8016, 2.2111)  -0.649
C (1.7540, -6.7062, 1.8973)  -0.024
C (1.5152, -5.3677, 1.5115)  0.122
C (0.6126, -5.0368, 0.4683)  -0.795
C (0.4236, -3.7382, 0.1144)  -0.912
N (1.0799, -2.6791, 0.7117)  1.099
C (1.9148, -3.0063, 1.7569)  -0.389
C (2.1571, -4.2817, 2.1602)  -0.940
H (0.0684, -5.8113, -0.0542)  0.521
H (-0.2584, -3.4795, -0.6850)  0.479
H (2.3698, -2.1713, 2.2704)  0.398
H (2.8324, -4.4576, 2.9865)  0.508
C (-4.8052, 1.9775, -1.3276)  -1.131
C (-3.9187, 1.8101, -2.5420)  -0.214
O (-2.6484, 2.4430, -2.3402)  -0.285
P (-1.3373, 1.4591, -2.1727)  0.161
O (-0.2338, 2.4458, -2.8889)  -0.030
C (-0.2815, 2.5018, -4.3187)  -0.468
C (-0.8122, 3.8449, -4.7745)  -1.280
O (-0.8653, 1.7486, -0.6427)  -0.623
C (-0.7738, 3.0804, -0.0880)  -0.329
C (-2.0622, 3.4959, 0.5908)  -1.433
H (-5.7691, 1.4956, -1.5038)  0.403
H (-4.9794, 3.0337, -1.1168)  0.368
H (-4.3489, 1.5143, -0.4524)  0.093
H (-4.3693, 2.2776, -3.4207)  0.304
H (-3.7697, 0.7490, -2.7645)  0.244
H (-0.8919, 1.6806, -4.7065)  0.387
H (0.7350, 2.3341, -4.6787)  0.377
H (-1.8280, 3.9956, -4.4094)  0.196
H (-0.8146, 3.8994, -5.8651)  0.412
H (-0.1868, 4.6515, -4.3892)  0.279
H (-0.4910, 3.7764, -0.8792)  0.572
H (0.0348, 3.0465, 0.6397)  0.302
H (-2.8567, 3.6472, -0.1357)  0.348
H (-1.8963, 4.4331, 1.1278)  0.421
H (-2.3731, 2.7416, 1.3120)  0.153
F (0.2404, -2.9468, -3.4204)  -0.325
B (-0.3402, -1.7132, -3.1978)  0.326
F (0.1979, -0.7316, -4.0254)  -0.290
F (-1.7074, -1.7534, -3.2282)  -0.300
F (0.0819, -1.3109, -1.8016)  0.011